Record 1
{"formula": "C29H47BF6N3O24S", "method": "ωB97M-V/def2-TZVPD", "homo_energy_ev": -11.990, "lumo_energy_ev": -2.356, "total_charge": 1, "orbital_gap_ev": 9.63, "elements": ["C", "C", "O", "C", "N", "C", "C", "O", "N", "C", "C", "C", "C", "S", "O", "O", "O", "B", "O", "N", "C", "C", "H", "H", "H", "H", "H", "H", "H", "H", "H", "H", "H", "H", "H", "H", "H", "H", "H", "H", "H", "H", "H", "H", "H", "H", "H", "H", "H", "H", "H", "C", "C", "O", "C", "O", "O", "F", "H", "H", "H", "C", "C", "O", "C", "O", "O", "F", "H", "H", "H", "C", "C", "O", "C", "O", "O", "F", "H", "H", "H", "C", "C", "O", "C", "O", "O", "F", "H", "H", "H", "C", "C", "O", "C", "O", "O", "F", "H", "H", "H", "C", "C", "O", "C", "O", "O", "F", "H", "H", "H"], "positions_angstrom": [[3.23, -2.22, 2.06], [1.81, -2.59, 1.61], [1.08, -1.43, 1.15], [1.83, -3.60, 0.47], [0.49, -3.81, -0.11], [0.27, -3.10, -1.38], [-1.06, -2.40, -1.28], [-2.14, -3.37, -1.20], [-2.64, -3.41, 0.12], [-3.66, -2.35, 0.41], [-3.53, -1.80, 1.84], [-3.02, -0.35, 1.92], [-1.62, -0.20, 1.31], [-0.78, 1.21, 1.95], [-1.70, 2.30, 2.07], [0.00, 0.82, 3.10], [0.21, 1.50, 0.74], [-3.19, -4.89, 0.19], [-4.21, -5.13, -0.68], [-2.55, -5.76, 1.08], [-3.12, -7.12, 1.14], [-2.25, -5.24, 2.44], [3.97, -2.75, 1.46], [3.40, -1.15, 1.92], [3.40, -2.48, 3.10], [1.25, -3.01, 2.46], [1.04, -0.80, 1.89], [2.20, -4.55, 0.86], [2.51, -3.27, -0.32], [0.32, -4.80, -0.24], [1.01, -2.31, -1.52], [0.31, -3.77, -2.25], [-1.29, -1.72, -2.10], [-1.01, -1.85, -0.34], [-1.84, -3.32, 0.75], [-4.65, -2.77, 0.22], [-3.50, -1.56, -0.33], [-2.86, -2.43, 2.44], [-4.51, -1.83, 2.32], [-3.71, 0.31, 1.38], [-3.02, -0.03, 2.96], [-0.96, -1.05, 1.52], [-1.68, -0.06, 0.23], [1.00, 1.94, 1.09], [-3.95, -5.47, -1.55], [-3.83, -7.21, 1.97], [-3.62, -7.37, 0.21], [-2.32, -7.84, 1.30], [-3.04, -4.61, 2.83], [-2.12, -6.09, 3.11], [-1.30, -4.69, 2.43], [4.30, 2.03, -0.29], [3.43, 3.04, 0.45], [4.37, 3.92, 0.98], [5.49, 3.89, 0.18], [6.36, 4.69, 0.22], [5.42, 2.83, -0.66], [2.73, 2.47, 1.49], [4.62, 1.24, 0.39], [3.83, 1.60, -1.17], [2.73, 3.59, -0.18], [-4.57, 3.25, 3.32], [-5.39, 4.50, 3.09], [-6.37, 4.04, 2.17], [-6.53, 2.70, 2.34], [-7.41, 2.06, 1.88], [-5.53, 2.21, 3.11], [-4.67, 5.49, 2.52], [-3.78, 3.16, 2.57], [-4.14, 3.17, 4.31], [-5.89, 4.89, 3.97], [5.39, 6.54, 2.70], [4.16, 5.90, 3.33], [3.86, 6.79, 4.38], [4.33, 8.03, 4.03], [4.04, 9.04, 4.58], [5.17, 7.92, 2.98], [4.43, 4.67, 3.85], [6.29, 6.20, 3.21], [5.47, 6.37, 1.63], [3.31, 5.84, 2.66], [-0.66, 5.87, 0.86], [-0.11, 4.94, -0.20], [1.14, 5.52, -0.51], [1.56, 6.20, 0.59], [2.67, 6.57, 0.76], [0.55, 6.36, 1.46], [-0.88, 4.89, -1.31], [-1.20, 6.70, 0.39], [-1.29, 5.39, 1.60], [0.06, 3.92, 0.16], [3.06, -2.61, -5.32], [3.09, -1.26, -4.64], [3.09, -1.61, -3.26], [3.64, -2.86, -3.15], [4.00, -3.34, -2.12], [3.73, -3.44, -4.36], [2.00, -0.51, -4.91], [2.03, -2.96, -5.45], [3.58, -2.64, -6.27], [3.99, -0.67, -4.84], [-2.33, -2.48, -7.35], [-0.96, -2.88, -7.85], [-0.15, -2.67, -6.70], [-0.94, -2.82, -5.61], [-0.53, -2.97, -4.50], [-2.24, -2.80, -5.95], [-0.52, -2.09, -8.85], [-2.48, -1.41, -7.47], [-3.15, -3.02, -7.81], [-0.86, -3.92, -8.16]]}

---

Record 2
{"formula": "C21H20CdF10N3O", "method": "ωB97M-V/def2-TZVPD", "homo_energy_ev": -4.521, "lumo_energy_ev": 2.674, "total_charge": -1, "orbital_gap_ev": 7.19, "elements": ["Cd", "C", "N", "C", "C", "N", "C", "C", "F", "C", "F", "C", "F", "C", "F", "C", "F", "C", "C", "N", "C", "C", "F", "C", "F", "C", "F", "C", "F", "C", "F", "H", "H", "H", "H", "H", "H", "H", "H", "H", "H", "H", "C", "C", "C", "C", "O", "H", "H", "H", "H", "H", "H", "H", "H", "H"], "positions_angstrom": [[-15.87, -1.33, -0.79], [-16.25, -3.13, -3.70], [-15.71, -1.85, -3.29], [-16.33, -0.71, -4.01], [-17.50, -0.03, -3.16], [-17.00, 0.37, -1.86], [-16.98, 1.63, -1.45], [-17.04, 2.05, -0.10], [-16.80, 1.16, 0.86], [-16.94, 3.38, 0.27], [-17.06, 3.62, 1.61], [-16.81, 4.46, -0.59], [-16.94, 5.69, -0.07], [-16.67, 4.06, -1.91], [-16.50, 5.11, -2.81], [-16.81, 2.72, -2.37], [-16.76, 2.57, -3.71], [-14.22, -1.83, -3.45], [-13.40, -0.82, -2.58], [-13.81, -0.73, -1.20], [-13.07, 0.02, -0.34], [-13.16, -0.22, 1.06], [-13.99, -1.20, 1.49], [-12.12, 0.14, 1.94], [-12.15, -0.32, 3.24], [-11.08, 0.96, 1.51], [-10.03, 1.26, 2.39], [-10.99, 1.32, 0.14], [-9.99, 2.19, -0.23], [-11.95, 0.84, -0.72], [-11.87, 1.38, -1.99], [-16.26, -3.34, -4.77], [-15.63, -3.89, -3.19], [-17.26, -3.27, -3.23], [-15.54, 0.08, -4.06], [-16.68, -1.04, -4.97], [-17.92, 0.77, -3.77], [-18.40, -0.71, -2.89], [-13.85, -2.88, -3.24], [-13.97, -1.69, -4.50], [-12.33, -1.20, -2.64], [-13.35, 0.18, -3.08], [-18.04, -1.96, 1.99], [-18.46, -2.49, 0.59], [-19.24, -3.77, 0.80], [-19.35, -1.49, -0.24], [-17.31, -2.84, -0.22], [-18.77, -2.16, 2.78], [-17.60, -0.94, 1.94], [-17.16, -2.63, 2.17], [-20.16, -3.56, 1.29], [-18.63, -4.41, 1.45], [-19.42, -4.26, -0.14], [-20.34, -1.41, 0.20], [-19.43, -1.96, -1.25], [-18.92, -0.50, -0.41]]}

---

Record 3
{"formula": "C3H8NOS", "method": "ωB97M-V/def2-TZVPD", "s2": 0.76, "homo_energy_ev": [-9.090, -9.044], "lumo_energy_ev": [0.814, -2.112], "spin_multiplicity": 2, "total_charge": 0, "de_lowest_kcal_mol": 55.7, "orbital_gap_ev": [9.90, 6.93], "elements": ["C", "O", "C", "C", "S", "N", "H", "H", "H", "H", "H", "H", "H", "H"], "positions_angstrom": [[1.66, -0.12, -0.20], [2.00, -1.00, 0.77], [0.04, -0.31, -0.03], [-0.75, 0.60, -0.91], [-2.58, 0.87, -0.40], [-0.27, -0.05, 1.34], [1.89, 0.94, 0.05], [1.83, -0.10, -1.31], [-0.06, -1.40, -0.22], [-0.60, 0.14, -1.90], [-0.33, 1.50, -0.90], [-2.52, -0.21, 0.45], [0.78, -0.13, 1.69], [-1.10, -0.73, 1.56]]}

---

Record 4
{"formula": "C28H30Cl57N2O2", "method": "ωB97M-V/def2-TZVPD", "homo_energy_ev": -12.026, "lumo_energy_ev": -4.495, "total_charge": 1, "orbital_gap_ev": 7.53, "elements": ["C", "C", "N", "C", "C", "C", "C", "C", "O", "O", "C", "C", "N", "H", "H", "H", "H", "H", "H", "H", "H", "H", "H", "H", "C", "Cl", "Cl", "Cl", "H", "C", "Cl", "Cl", "Cl", "H", "C", "Cl", "Cl", "Cl", "H", "C", "Cl", "Cl", "Cl", "H", "C", "Cl", "Cl", "Cl", "H", "C", "Cl", "Cl", "Cl", "H", "C", "Cl", "Cl", "Cl", "H", "C", "Cl", "Cl", "Cl", "H", "C", "Cl", "Cl", "Cl", "H", "C", "Cl", "Cl", "Cl", "H", "C", "Cl", "Cl", "Cl", "H", "C", "Cl", "Cl", "Cl", "H", "C", "Cl", "Cl", "Cl", "H", "C", "Cl", "Cl", "Cl", "H", "C", "Cl", "Cl", "Cl", "H", "C", "Cl", "Cl", "Cl", "H", "C", "Cl", "Cl", "Cl", "H", "C", "Cl", "Cl", "Cl", "H", "C", "Cl", "Cl", "Cl", "H"], "positions_angstrom": [[1.08, -2.12, 2.06], [1.12, -0.99, 0.91], [2.14, -0.15, 0.84], [-0.07, -0.92, -0.20], [-0.25, -2.45, -0.71], [1.06, -3.23, -1.03], [0.94, -4.74, -1.48], [2.30, -5.53, -1.74], [2.70, -6.40, -0.92], [3.10, -5.24, -2.88], [-0.49, -5.33, -1.58], [-1.70, -4.39, -1.24], [-1.57, -3.02, -0.82], [1.92, -2.86, 1.77], [1.22, -1.70, 3.11], [0.10, -2.73, 1.96], [1.93, 0.45, 0.02], [-1.03, -0.54, 0.32], [0.18, -0.22, -1.07], [2.10, -2.76, -0.92], [3.59, -4.39, -2.66], [-0.64, -6.42, -1.87], [-2.77, -4.81, -1.29], [-2.38, -2.42, -0.57], [-0.63, 2.62, 1.40], [-1.76, 1.50, 0.61], [-0.09, 1.96, 2.95], [0.76, 2.94, 0.35], [-1.15, 3.56, 1.58], [1.26, 7.12, 0.70], [-0.11, 8.23, 0.68], [0.96, 5.79, 1.83], [1.58, 6.49, -0.92], [2.14, 7.66, 1.04], [2.88, -8.24, 1.81], [4.57, -8.71, 2.04], [2.05, -9.42, 0.79], [2.05, -8.08, 3.37], [2.85, -7.28, 1.31], [6.34, -5.73, -1.96], [6.83, -6.34, -0.37], [5.90, -4.02, -1.86], [7.63, -5.97, -3.14], [5.47, -6.29, -2.28], [2.12, -1.54, -4.28], [1.50, -2.90, -3.32], [2.84, -0.32, -3.22], [3.30, -2.10, -5.47], [1.29, -1.08, -4.81], [4.71, 1.66, -6.32], [3.83, 2.86, -5.36], [3.70, 1.08, -7.65], [6.22, 2.35, -6.94], [4.95, 0.82, -5.68], [2.32, 5.54, 5.33], [1.19, 4.43, 4.54], [2.85, 4.88, 6.89], [3.70, 5.87, 4.28], [1.80, 6.48, 5.52], [4.83, -11.32, -1.89], [5.35, -11.99, -0.33], [4.34, -9.63, -1.70], [6.12, -11.46, -3.09], [3.97, -11.89, -2.24], [-3.74, 8.43, 2.26], [-3.22, 9.94, 3.01], [-4.19, 8.69, 0.57], [-2.47, 7.20, 2.38], [-4.62, 8.07, 2.79], [-5.29, -7.11, -1.58], [-3.59, -6.76, -1.97], [-5.59, -6.93, 0.15], [-6.36, -6.07, -2.52], [-5.49, -8.15, -1.86], [-4.86, 12.66, -1.28], [-5.99, 11.54, -2.06], [-4.32, 12.01, 0.27], [-3.48, 12.99, -2.34], [-5.38, 13.60, -1.10], [-0.69, 7.92, 7.43], [-0.16, 9.42, 8.19], [-1.16, 8.20, 5.75], [0.58, 6.69, 7.52], [-1.56, 7.55, 7.97], [-5.08, -2.60, 1.30], [-5.29, -3.14, 2.97], [-3.82, -1.36, 1.20], [-4.70, -3.97, 0.24], [-6.02, -2.16, 0.96], [-5.80, 9.98, -5.53], [-7.17, 9.56, -6.55], [-4.96, 8.52, -4.98], [-4.68, 11.05, -6.39], [-6.17, 10.51, -4.65], [-0.99, -3.39, 5.11], [-0.45, -1.89, 5.88], [-1.43, -3.10, 3.42], [0.26, -4.63, 5.21], [-1.87, -3.74, 5.64], [10.02, -12.19, -4.20], [8.63, -12.56, -5.23], [10.84, -13.68, -3.71], [11.14, -11.10, -5.02], [9.66, -11.69, -3.30], [-8.36, 14.29, -0.05], [-9.74, 13.88, -1.08], [-7.52, 12.83, 0.49], [-7.25, 15.37, -0.91], [-8.74, 14.82, 0.82], [-6.19, -1.13, -2.83], [-4.50, -1.59, -2.55], [-7.00, -2.34, -3.84], [-7.04, -0.93, -1.29], [-6.20, -0.18, -3.36], [3.51, -2.01, 6.87], [2.58, -2.42, 5.42], [3.30, -0.31, 7.29], [3.04, -3.05, 8.22], [4.56, -2.18, 6.66]]}

---

Record 5
{"formula": "C3H6N2O2", "method": "ωB97M-V/def2-TZVPD", "homo_energy_ev": -9.868, "lumo_energy_ev": 0.706, "total_charge": 0, "de_lowest_kcal_mol": 44.4, "orbital_gap_ev": 10.57, "smiles": "O=C1COC=N1.N", "elements": ["N", "C", "O", "C", "O", "C", "N", "H", "H", "H", "H", "H", "H"], "positions_angstrom": [[1.55, -0.68, -0.92], [0.13, -0.01, 0.96], [1.00, -0.13, 1.77], [-0.39, 1.27, 0.31], [-1.77, 0.96, 0.08], [-1.84, -0.37, 0.21], [-0.82, -1.03, 0.60], [2.25, -1.10, -0.31], [2.00, -0.29, -1.73], [0.08, 1.44, -0.67], [-0.28, 2.15, 0.95], [-2.81, -0.80, -0.03], [0.90, -1.41, -1.20]]}

---

Record 6
{"formula": "C6H10N5", "method": "ωB97M-V/def2-TZVPD", "homo_energy_ev": -13.148, "lumo_energy_ev": -2.854, "total_charge": 1, "de_lowest_kcal_mol": 48.7, "orbital_gap_ev": 10.29, "smiles": "C#CCNc1nc[nH][n+]1CN", "elements": ["C", "C", "C", "N", "C", "N", "C", "N", "N", "C", "N", "H", "H", "H", "H", "H", "H", "H", "H", "H", "H"], "positions_angstrom": [[-2.58, -2.09, -1.80], [-1.39, -1.95, -1.88], [0.06, -1.91, -1.57], [0.40, -0.62, -0.97], [0.30, -0.42, 0.33], [-0.13, -1.38, 1.19], [-0.09, -0.77, 2.35], [0.33, 0.46, 2.27], [0.57, 0.73, 0.95], [1.02, 2.02, 0.46], [0.32, 2.33, -0.78], [-3.63, -2.16, -1.64], [0.36, -2.74, -0.93], [0.60, -2.03, -2.51], [0.73, 0.13, -1.56], [-0.37, -1.32, 3.24], [0.45, 1.09, 3.05], [2.11, 2.11, 0.36], [0.71, 2.76, 1.22], [0.81, 3.07, -1.28], [-0.59, 2.70, -0.51]]}

---

Record 7
{"formula": "C4H9NO", "method": "ωB97M-V/def2-TZVPD", "homo_energy_ev": -8.620, "lumo_energy_ev": -2.391, "total_charge": 0, "de_lowest_kcal_mol": 181.6, "orbital_gap_ev": 6.23, "elements": ["O", "C", "C", "C", "C", "N", "H", "H", "H", "H", "H", "H", "H", "H", "H"], "positions_angstrom": [[-1.35, -0.52, 1.53], [-0.95, 0.04, 0.41], [0.38, 0.85, 0.17], [0.38, -0.60, -0.03], [0.40, -1.20, -1.49], [0.63, 1.69, -0.98], [-1.81, 0.38, -0.19], [0.68, 1.38, 1.10], [2.31, -0.74, 2.83], [0.82, -1.21, 0.73], [0.51, -0.31, -2.14], [-0.65, -1.66, -1.74], [1.18, -1.96, -1.54], [2.30, -0.40, 2.27], [-0.19, 2.29, -1.08]]}